[1]
Formula: H3ISi
Source: OMol25
Level of theory: the ωB97M-V functional and the def2-TZVPD basis

```
5
Properties=species:S:1:pos:R:3:lowdin_charge:R:1
Si 0.263 -0.518 0.691 0.129
I 2.418 -1.352 -0.179 0.144
H 0.018 -1.374 2.020 -0.224
H -1.107 1.297 -1.150 -0.078
H -1.592 1.946 -1.382 0.029
```

HOMO = -8.728 eV
LUMO = -1.3 eV
multiplicity = 1
net charge = 0

=====

[2]
Formula: H3InO3
Source: OMol25
Level of theory: the ωB97M-V functional and the def2-TZVPD basis

```
7
Properties=species:S:1:pos:R:3:lowdin_charge:R:1
In -18.782 -10.680 3.566 1.364
O -16.895 -12.678 3.010 -0.427
H -16.085 -13.206 2.993 -0.063
O -19.402 -9.142 5.791 -0.372
H -19.969 -8.471 5.380 -0.072
O -19.986 -9.505 1.353 -0.348
H -20.736 -9.173 1.873 -0.081
```

HOMO = -9.785 eV
LUMO = -5.1 eV
multiplicity = 1
net charge = 0

=====

[3]
Formula: H3N2O3P
Source: OMol25
Level of theory: the ωB97M-V functional and the def2-TZVPD basis

```
9
Properties=species:S:1:pos:R:3:lowdin_charge:R:1
N -0.266 0.883 0.490 -0.055
P 0.071 -0.731 0.954 0.440
O 1.458 -1.214 1.012 -0.300
O -1.180 -1.370 1.138 -0.272
H -1.136 0.986 0.055 0.025
H 0.508 1.490 0.158 0.078
N 0.359 -1.597 -1.412 -0.025
O 0.876 -1.340 -2.476 -0.018
H 0.552 -2.677 -1.195 0.126
```

HOMO = -10.334 eV
LUMO = -1.0 eV
multiplicity = 1
net charge = 0
SMILES = NP(=O)=O.N=O

=====

[4]
Formula: H3N2OS
Source: OMol25
Level of theory: the ωB97M-V functional and the def2-TZVPD basis

```
7
Properties=species:S:1:pos:R:3:lowdin_charge:R:1
N 4.059 1.309 0.129 -0.357
N 3.238 0.501 0.139 0.019
O 5.022 1.987 0.261 -0.019
S 4.013 -1.854 -0.136 -0.200
H 2.967 -0.934 -2.900 -0.002
H 3.214 -2.198 0.973 -0.377
H 3.119 -0.488 -2.271 -0.062
```

HOMO = -2.345 eV
LUMO = 4.4 eV
multiplicity = 1
net charge = -1

=====

Relative energy (zero: lowest compared OMol25 entry of this formula, charge and spin)? In order: 54.09, 139.60, 6.44, 50.28 kcal/mol.
Kohn-Sham gap? In order: 0.2715, 0.1729, 0.3431, 0.2465 Eh.